Record 1
Density functional theory data (the ωB97M-V functional and the def2-TZVPD basis) for a structure of composition C25H49Li2O9 at a distorted geometry.

Geometry as ORCA input:
```
! wB97M-V def2-TZVPD RIJCOSX def2/J DEFGRID3
* xyz 1 1
Li -2.480 -1.156 2.152
Li -0.569 -0.419 3.112
O 0.023 -1.641 -0.066
C -0.697 -1.134 0.916
O -1.921 -1.297 0.846
O -0.192 -0.489 1.845
H -0.794 -1.996 -0.423
C 4.261 0.850 2.541
C 3.508 -0.116 1.691
C 2.158 -0.154 2.384
O 2.241 0.868 3.409
C 3.200 1.812 3.004
H 5.012 1.414 1.989
H 4.673 0.380 3.434
H 4.075 -1.046 1.676
H 3.413 0.203 0.653
H 1.993 -1.130 2.840
H 1.348 0.100 1.700
H 3.483 2.530 3.774
H 2.752 2.348 2.167
C 1.049 2.910 1.653
C 0.184 3.695 0.718
C -1.198 3.446 1.279
O -1.163 2.107 1.841
C 0.197 1.615 1.845
H 1.178 3.440 2.597
H 1.998 2.623 1.200
H 0.269 3.364 -0.317
H 0.495 4.739 0.736
H -2.052 3.617 0.625
H -1.403 4.089 2.135
H 0.219 0.833 1.086
H 0.502 1.147 2.781
C -1.901 -0.221 -2.160
C -0.744 0.000 -3.156
C -0.044 -1.369 -3.084
O -1.183 -2.292 -3.127
C -2.262 -1.756 -2.324
H -2.771 0.389 -2.402
H -1.535 0.024 -1.163
H -0.092 0.775 -2.753
H -0.996 0.267 -4.182
H 0.571 -1.473 -2.190
H 0.689 -1.500 -3.880
H -2.376 -2.262 -1.366
H -3.155 -1.867 -2.939
C -1.845 -4.149 -0.410
C -0.725 -4.491 0.561
C 0.328 -5.123 -0.361
O -0.092 -4.807 -1.706
C -1.011 -3.744 -1.642
H -2.498 -3.321 -0.131
H -2.400 -5.039 -0.706
H -1.065 -5.138 1.370
H -0.369 -3.588 1.059
H 0.372 -6.212 -0.330
H 1.307 -4.712 -0.119
H -1.635 -3.662 -2.532
H -0.478 -2.794 -1.587
C -3.936 2.058 -0.753
C -2.470 1.956 -1.072
C -2.085 0.959 -0.007
O -2.795 1.415 1.138
C -3.944 2.163 0.780
H -4.370 1.160 -1.192
H -4.385 2.928 -1.233
H -1.984 2.918 -0.909
H -2.222 1.695 -2.101
H -1.003 0.924 0.125
H -2.395 -0.083 -0.086
H -3.851 3.220 1.030
H -4.941 1.834 1.075
C 1.337 0.554 -1.248
C 2.364 1.601 -0.962
C 3.658 0.901 -1.257
O 3.430 -0.385 -0.720
C 2.005 -0.641 -0.666
H 1.150 0.462 -2.317
H 0.393 0.777 -0.750
H 2.325 1.816 0.106
H 2.232 2.519 -1.534
H 4.502 1.366 -0.748
H 3.820 0.805 -2.331
H 1.597 -0.892 0.313
H 1.718 -1.519 -1.244
*
```

- LUMO (eV) = -4.940
- E_HOMO (eV) = -11.18
- ΔE to the lowest compared entry with this formula, charge and spin (eV) = 20.973

=====

Record 2
Density functional theory data (the ωB97M-V functional and the def2-TZVPD basis) for a cluster of 2 separate species, CH4NP in total at a distorted geometry.

Geometry as ORCA input:
```
! wB97M-V def2-TZVPD RIJCOSX def2/J DEFGRID3
* xyz 0 1
C 0.151 -0.303 -0.237
N -0.098 -1.216 0.547
P 0.341 1.484 -0.177
H 0.095 -0.771 -1.733
H -0.136 -2.243 0.460
H 0.629 1.559 1.270
H -0.982 1.488 -0.131
*
```

- LUMO (eV) = 1.056
- E_HOMO (eV) = -8.76
- ΔE to the lowest compared entry with this formula, charge and spin (eV) = 2.292

=====

Record 3
Density functional theory data (the ωB97M-V functional and the def2-TZVPD basis) for a structure of composition C11H22ClN2O3ReSe2 at a distorted geometry.

Geometry as ORCA input:
```
! wB97M-V def2-TZVPD RIJCOSX def2/J DEFGRID3
* xyz 1 4
Re 1.080 -0.474 -0.980
O -1.201 -3.097 -1.185
C -2.106 -3.046 -2.275
C -1.985 -1.753 -3.105
C -3.094 -1.869 -4.184
O -3.103 -0.772 -5.070
C -2.288 -0.483 -2.307
Se -1.188 -0.004 -0.743
C -0.666 -1.586 -3.882
Se 1.100 -1.714 -3.017
H -1.256 -3.966 -0.771
H -3.127 -3.117 -1.881
H -1.946 -3.901 -2.940
H -4.066 -2.004 -3.697
H -2.893 -2.757 -4.788
H -3.713 -0.095 -4.767
H -3.315 -0.498 -1.940
H -2.166 0.379 -2.964
H -0.668 -0.610 -4.363
H -0.623 -2.331 -4.677
Cl 3.229 -0.814 -0.854
C 1.601 3.231 0.737
N 1.621 2.482 1.984
C 1.747 3.254 3.216
C 2.352 2.403 4.313
C 1.557 1.119 4.441
N 1.445 0.462 3.144
C 1.231 -0.977 3.149
C 1.410 1.152 1.986
O 1.187 0.546 0.901
H 2.411 3.957 0.745
H 0.653 3.758 0.606
H 1.746 2.559 -0.101
H 0.764 3.632 3.518
H 2.383 4.114 3.008
H 2.334 2.946 5.257
H 3.389 2.169 4.067
H 0.558 1.322 4.841
H 2.055 0.430 5.123
H 1.932 -1.438 3.843
H 1.409 -1.381 2.159
H 0.212 -1.226 3.454
*
```

- LUMO (spin up / spin down) (eV) = -5.372 / -4.705
- <S²> = 4.013
- E_HOMO (spin up / spin down) (eV) = -10.90 / -11.76
- ΔE to the lowest compared entry with this formula, charge and spin (eV) = 1.635

=====

Record 4
Density functional theory data (the ωB97M-V functional and the def2-TZVPD basis) for a cluster of 2 separate species, C5H10O2 in total at a distorted geometry.

Geometry as ORCA input:
```
! wB97M-V def2-TZVPD RIJCOSX def2/J DEFGRID3
* xyz -1 2
C -1.448 1.205 -1.773
C -0.679 0.894 -0.500
C -0.422 -0.380 -0.044
O -0.661 -1.545 -0.785
C 0.161 -0.702 1.259
C -0.307 -0.144 2.437
H -1.388 2.281 -1.974
H -2.498 0.906 -1.609
H -1.091 0.631 -2.624
H -0.133 1.691 -0.011
H -0.299 -1.296 -1.657
H 0.722 -1.619 1.124
H -0.772 0.836 2.437
H -0.322 -0.731 3.345
H 2.663 -0.274 -0.383
H 3.453 -0.673 0.747
O 3.020 -1.078 0.010
*
```

- LUMO (spin up / spin down) (eV) = 3.979 / 3.836
- <S²> = 0.761
- E_HOMO (spin up / spin down) (eV) = 0.47 / -2.67
- ΔE to the lowest compared entry with this formula, charge and spin (eV) = 1.218

=====

Record 5
Density functional theory data (the ωB97M-V functional and the def2-TZVPD basis) for an isolated molecule of C4H11NOS at a distorted geometry.

Geometry as ORCA input:
```
! wB97M-V def2-TZVPD RIJCOSX def2/J DEFGRID3
* xyz 0 1
N 2.566 -0.188 0.206
C 1.183 -0.287 -0.199
C 0.881 -1.152 -1.422
O -0.491 -1.025 -1.760
C 0.244 -0.510 1.002
C -0.512 0.731 1.466
S -1.949 1.217 0.484
H 2.836 0.711 0.575
H 3.215 -0.481 -0.510
H 0.842 0.668 -0.637
H 1.108 -2.208 -1.251
H 1.455 -0.806 -2.288
H -0.979 -1.820 -1.545
H -0.475 -1.297 0.768
H 0.821 -0.864 1.848
H 0.206 1.536 1.594
H -0.932 0.527 2.450
H -1.333 1.308 -0.702
*
```

- structure (SMILES) = N[C@@H](CO)CCS
- LUMO (eV) = 0.935
- E_HOMO (eV) = -8.81
- ΔE to the lowest compared entry with this formula, charge and spin (eV) = 1.280

=====

Record 6
Density functional theory data (the ωB97M-V functional and the def2-TZVPD basis) for a structure of composition C11H17NO2S at a distorted geometry.

Geometry as ORCA input:
```
! wB97M-V def2-TZVPD RIJCOSX def2/J DEFGRID3
* xyz 0 1
C 0.084 0.687 -3.017
C -0.514 0.774 -0.563
C -0.126 1.412 0.671
C 0.143 2.911 0.643
C 1.657 2.913 0.308
C -0.565 0.902 1.937
C -0.971 -0.491 1.850
C -1.283 -1.067 0.599
C -0.605 -3.523 1.779
C -0.991 -0.479 -0.647
C -0.506 -2.340 -1.874
H 0.814 1.470 -3.560
H -0.798 0.254 -3.565
H 0.721 -0.173 -2.698
H -0.620 3.498 0.093
H -0.161 2.961 1.790
H 1.593 2.452 -0.710
H 2.147 3.907 0.060
H 3.316 1.649 0.665
H 1.512 1.449 1.863
H -0.655 1.469 2.920
H -1.422 -1.208 2.744
H 0.254 -3.759 1.042
H -1.044 -4.585 2.151
H -0.151 -2.748 2.605
H -1.021 -3.191 -2.614
H -0.532 -2.926 -0.743
H 0.603 -2.223 -2.147
N 2.448 2.217 1.259
O -0.331 1.447 -1.756
O -1.098 -0.982 -1.898
S -1.899 -2.678 0.814
*
```

- LUMO (eV) = 0.555
- E_HOMO (eV) = -8.14
- ΔE to the lowest compared entry with this formula, charge and spin (eV) = 8.586